{"formula": "C7H12ClN2", "method": "ωB97M-V/def2-TZVPD", "gap_ev": 8.93, "molar_mass_g_mol": 159.64, "e_homo_ev": -13.48, "energy_ev": -22946.4919, "charge": 1, "symbols": ["C", "C", "C", "C", "C", "C", "C", "N", "N", "Cl", "H", "H", "H", "H", "H", "H", "H", "H", "H", "H", "H", "H"], "xyz": [[2.73, -0.71, 1.06], [3.07, 0.04, 0.04], [0.86, 0.07, 0.14], [-3.59, -0.70, 0.45], [1.92, 1.45, -1.69], [-2.04, -0.73, 0.64], [-1.50, 0.16, -0.33], [1.33, -0.72, 1.15], [1.91, 0.59, -0.52], [-1.93, 1.84, -0.39], [3.41, -1.07, 1.85], [4.13, 0.25, -0.28], [-3.74, -1.35, -0.44], [-3.87, 0.27, 0.10], [-4.21, -0.97, 1.38], [1.94, 0.77, -2.64], [1.06, 2.19, -1.58], [2.95, 1.98, -1.60], [-1.86, -1.77, 0.43], [-2.00, -0.25, 1.72], [-1.35, -0.22, -1.34], [0.79, -1.11, 1.84]]}



{"formula": "C7H12ClN2", "method": "ωB97M-V/def2-TZVPD", "gap_ev": [7.69, 7.68], "molar_mass_g_mol": 159.64, "e_homo_ev": [-12.07, -12.06], "energy_ev": -22944.6320, "charge": 1, "symbols": ["C", "C", "C", "C", "C", "C", "C", "N", "N", "Cl", "H", "H", "H", "H", "H", "H", "H", "H", "H", "H", "H", "H"], "xyz": [[-0.94, -1.35, -1.34], [-0.44, 2.65, -0.79], [-0.31, -0.90, -0.25], [1.55, -2.57, 0.31], [0.53, -2.49, 1.40], [0.78, -1.31, 0.55], [-1.44, 1.05, 0.63], [0.54, 3.48, -1.17], [-0.46, 2.03, 0.36], [1.82, 0.03, 1.35], [-1.97, -1.14, -1.39], [-0.67, -2.18, -1.92], [-1.18, 2.19, -1.45], [2.54, -2.66, 0.58], [1.37, -3.22, -0.51], [-0.38, -3.01, 1.23], [0.97, -2.57, 2.37], [-2.23, 1.05, -0.15], [-1.75, 0.78, 1.60], [0.58, 3.75, -2.10], [0.89, 4.29, -0.52], [0.19, 2.11, 1.23]]}



{"formula": "C7H12ClN2", "method": "ωB97M-V/def2-TZVPD", "gap_ev": 11.23, "molar_mass_g_mol": 159.64, "e_homo_ev": -14.10, "smiles": "CC[C@@H](Cl)c1[nH]cc[n+]1C", "energy_ev": -22948.4603, "charge": 1, "symbols": ["C", "C", "C", "Cl", "C", "N", "C", "C", "N", "C", "H", "H", "H", "H", "H", "H", "H", "H", "H", "H", "H", "H"], "xyz": [[0.59, 1.84, 1.27], [0.26, 0.64, 2.15], [0.31, -0.68, 1.46], [-0.71, -1.98, 2.15], [-0.42, -0.38, -0.10], [-1.63, 0.00, -0.32], [-1.97, -0.07, -1.61], [-0.92, -0.59, -2.25], [0.05, -0.79, -1.29], [1.38, -1.31, -1.50], [1.62, 1.79, 0.71], [0.75, 2.63, 1.95], [-0.10, 2.03, 0.54], [-0.69, 0.86, 2.45], [0.91, 0.59, 3.02], [1.18, -1.09, 1.16], [-2.21, 0.41, 0.44], [-2.78, 0.53, -1.96], [-0.83, -0.43, -3.35], [1.50, -2.42, -1.64], [1.67, -0.95, -2.42], [2.04, -0.65, -0.86]]}



{"formula": "C7H12ClN2S", "method": "ωB97M-V/def2-TZVPD", "gap_ev": 8.85, "molar_mass_g_mol": 191.71, "e_homo_ev": -13.09, "smiles": "C[C@]1(S)[C@H](Cl)C(=[NH2+])N[C@@H]2C[C@@H]21", "energy_ev": -33784.0732, "charge": 1, "symbols": ["C", "C", "S", "C", "Cl", "C", "N", "N", "C", "C", "C", "H", "H", "H", "H", "H", "H", "H", "H", "H", "H", "H", "H"], "xyz": [[-1.19, 2.05, 0.60], [-0.76, 0.57, 0.48], [-1.93, -0.57, 1.37], [0.64, 0.31, 0.98], [1.95, 1.54, 0.55], [1.10, -0.98, 0.44], [2.19, -1.55, 1.03], [0.58, -1.64, -0.63], [-0.40, -1.16, -1.52], [-0.01, 0.21, -2.13], [-0.99, 0.15, -0.96], [-2.29, 2.20, 0.63], [-0.94, 2.54, -0.39], [-0.75, 2.50, 1.44], [-1.65, 0.05, 2.53], [0.55, 0.33, 2.02], [2.62, -1.23, 1.89], [2.62, -2.37, 0.77], [1.10, -2.47, -0.87], [-0.94, -1.84, -2.11], [-0.54, 0.64, -2.92], [1.02, 0.58, -1.96], [-1.99, 0.14, -1.24]]}



{"formula": "C7H12CoO6S3Sb", "method": "ωB97M-V/def2-TZVPD", "gap_ev": [5.99, 5.38], "molar_mass_g_mol": 469.06, "e_homo_ev": [-4.27, -4.25], "energy_ev": -96411.5852, "charge": -1, "spin_multiplicity": 2, "symbols": ["Co", "O", "C", "O", "C", "O", "C", "C", "O", "O", "H", "H", "H", "H", "H", "S", "Sb", "S", "S", "C", "C", "C", "O", "H", "H", "H", "H", "H", "H", "H"], "xyz": [[0.78, -0.79, 0.15], [-2.96, -0.24, 2.29], [-1.71, -0.40, 1.82], [-1.32, -1.40, 1.29], [-0.88, 0.85, 2.02], [0.49, 0.61, 1.79], [1.22, 0.06, 2.90], [1.46, -1.45, 2.77], [1.70, -2.06, 3.80], [1.42, -1.91, 1.58], [-3.44, -1.06, 2.07], [-1.05, 1.26, 3.02], [-1.20, 1.57, 1.27], [0.73, 0.30, 3.84], [2.20, 0.54, 2.88], [3.76, -1.58, -3.78], [3.33, -2.08, -1.62], [0.89, -2.33, -1.35], [2.60, 0.02, -0.45], [0.42, 0.84, -2.96], [-0.72, 0.39, -2.07], [-1.89, 1.38, -2.13], [-0.36, 0.31, -0.71], [0.07, 1.00, -3.98], [1.22, 0.10, -2.99], [0.84, 1.78, -2.58], [-1.07, -0.59, -2.43], [-1.56, 2.36, -1.80], [-2.70, 1.04, -1.48], [-2.27, 1.46, -3.15]]}



{"formula": "C7H12CsO4", "method": "ωB97M-V/def2-TZVPD", "gap_ev": 4.41, "molar_mass_g_mol": 293.07, "e_homo_ev": -3.65, "energy_ev": -16189.9060, "charge": -1, "symbols": ["C", "C", "O", "Cs", "H", "H", "H", "H", "H", "O", "C", "O", "O", "C", "C", "C", "C", "H", "H", "H", "H", "H", "H", "H"], "xyz": [[-2.37, 2.04, 0.48], [-3.33, 1.76, 1.60], [-4.32, 0.76, 1.14], [-3.52, -0.46, -1.58], [-1.32, 1.94, 0.80], [-4.76, 0.33, 1.88], [-2.46, 3.06, 0.08], [-3.92, 2.64, 1.92], [-2.86, 1.33, 2.50], [6.47, 1.28, 0.28], [5.56, 0.84, 1.00], [5.61, 0.48, 2.19], [4.37, 0.63, 0.32], [3.29, 0.04, 1.02], [2.13, -0.11, 0.05], [0.92, -0.68, 0.73], [0.41, -1.91, 0.48], [3.00, 0.67, 1.88], [3.59, -0.94, 1.42], [2.43, -0.74, -0.79], [1.88, 0.89, -0.35], [0.54, -0.13, 1.60], [-0.43, -2.29, 1.07], [0.87, -2.57, -0.26]]}



{"formula": "C7H12F2OSi2", "method": "ωB97M-V/def2-TZVPD", "gap_ev": 7.86, "molar_mass_g_mol": 206.34, "e_homo_ev": -7.74, "energy_ev": -30691.9117, "symbols": ["C", "C", "C", "C", "C", "C", "C", "O", "F", "F", "Si", "Si", "H", "H", "H", "H", "H", "H", "H", "H", "H", "H", "H", "H"], "xyz": [[-1.92, 2.10, 0.87], [-0.52, -0.98, 2.58], [-1.62, 1.47, -0.27], [0.65, -0.68, 1.99], [0.68, -0.39, -1.49], [-0.25, 2.21, -2.93], [1.24, -3.45, 0.61], [0.95, -0.96, -2.48], [1.07, 2.40, -0.57], [2.92, -1.30, 0.58], [-0.09, 1.41, -1.26], [1.32, -1.59, 0.54], [-3.02, 2.23, 1.08], [-1.23, 2.44, 1.57], [-1.07, -0.48, 3.36], [-0.95, -1.96, 2.51], [-2.53, 1.27, -0.90], [0.94, 0.38, 2.13], [0.19, 1.53, -3.68], [-1.02, 2.80, -3.32], [0.57, 2.91, -2.79], [2.04, -3.73, 1.31], [0.20, -3.79, 1.02], [1.43, -3.83, -0.47]]}



{"formula": "C7H12F3NO3S", "method": "ωB97M-V/def2-TZVPD", "gap_ev": [4.78, 7.06], "molar_mass_g_mol": 247.24, "e_homo_ev": [-4.18, -9.84], "energy_ev": -34067.0209, "spin_multiplicity": 3, "symbols": ["C", "C", "C", "C", "C", "C", "C", "N", "O", "O", "O", "F", "F", "F", "S", "H", "H", "H", "H", "H", "H", "H", "H", "H", "H", "H", "H"], "xyz": [[-0.96, 1.24, -0.08], [-0.26, -0.06, 2.04], [1.53, -1.92, -0.05], [-1.73, -1.43, -1.67], [-0.35, -0.09, 0.49], [1.06, -0.46, -0.33], [2.25, 0.48, 0.06], [-1.57, 2.08, 0.76], [-0.90, 1.46, -1.27], [0.83, -0.40, -1.66], [-2.15, 3.30, 0.31], [3.21, 0.50, -0.89], [1.90, 1.74, 0.23], [2.73, 0.19, 1.29], [-1.68, -1.33, 0.11], [-0.05, -1.08, 2.50], [-1.26, 0.13, 2.40], [0.64, 0.66, 2.36], [1.99, -2.35, -0.84], [0.67, -2.55, 0.03], [2.01, -1.84, 0.91], [-0.70, -1.27, -2.06], [-2.38, -0.72, -2.04], [-2.18, -2.38, -1.80], [-1.33, 2.18, 1.74], [0.41, 0.54, -1.96], [-1.74, 3.38, -0.59]]}